No. 1
{"formula": "C26H23F6N3O3RhS", "method": "wB97M-V/def2-TZVPD", "molar_mass_g_mol": 674.449, "spin_multiplicity": 5, "e_lumo_ev": [2.632, 0.919], "homo_lumo_gap_ev": [4.9607, 5.9938], "s2": 6.07, "charge": -1, "homo_ev": [-2.3, -5.1], "e_tot_ev": -68098.416, "elements": ["Rh", "C", "C", "O", "C", "C", "C", "N", "N", "C", "O", "C", "C", "C", "C", "C", "C", "H", "H", "H", "H", "H", "H", "H", "H", "H", "H", "H", "H", "C", "C", "C", "C", "C", "C", "C", "C", "C", "S", "C", "N", "H", "H", "H", "H", "H", "H", "H", "H", "C", "C", "O", "C", "F", "F", "F", "C", "F", "F", "F", "H", "H", "H"], "positions_angstrom": [[0.0074, -0.7180, -0.3432], [-2.2089, -1.9430, 3.3289], [-1.6630, -1.1496, 2.1639], [-0.6056, -1.5239, 1.6537], [-2.4392, -0.0006, 1.7588], [-2.2489, 0.8982, 0.7299], [-3.2046, 2.0486, 0.5849], [-1.2411, 0.8049, -0.1755], [-1.2397, 1.7543, -1.1021], [-0.2951, 1.5582, -2.0512], [0.4142, 0.5404, -2.1550], [-0.1322, 2.6733, -3.0278], [-1.0912, 3.6718, -3.1684], [-0.9054, 4.6883, -4.0927], [0.2433, 4.7208, -4.8717], [1.2055, 3.7309, -4.7265], [1.0168, 2.7075, -3.8116], [-1.4398, -2.6175, 3.6965], [-3.0602, -2.5340, 2.9821], [-2.5582, -1.2911, 4.1302], [-3.3036, 0.1931, 2.3812], [-3.9373, 2.0330, 1.3893], [-3.7164, 1.9941, -0.3766], [-2.6619, 2.9935, 0.5957], [-1.9738, 3.6402, -2.5453], [-1.6568, 5.4602, -4.2033], [0.3899, 5.5192, -5.5889], [2.1066, 3.7581, -5.3262], [1.7519, 1.9247, -3.6827], [3.2466, -1.3369, -1.2435], [2.5036, -2.5258, -0.7144], [3.1613, -3.6829, -0.4011], [2.4481, -4.8473, -0.0534], [1.0580, -4.8380, -0.1557], [0.2559, -5.9851, 0.0373], [-1.1352, -5.9609, -0.1501], [-1.7468, -4.7989, -0.5222], [-0.9850, -3.5892, -0.6816], [-1.7986, -2.1615, -1.1248], [0.4148, -3.5986, -0.4867], [1.1259, -2.4486, -0.6479], [4.0396, -1.6765, -1.9137], [3.6818, -0.7494, -0.4403], [2.5752, -0.6725, -1.7825], [4.2419, -3.6985, -0.4645], [2.9627, -5.7642, 0.2061], [0.7470, -6.9076, 0.3253], [-1.7145, -6.8646, -0.0060], [-2.8152, -4.7464, -0.6865], [0.9202, 0.9541, 2.8138], [1.8891, 1.1303, 1.6362], [1.7059, 0.3213, 0.5768], [1.8217, 2.6164, 1.1860], [2.1470, 3.5003, 2.1652], [2.6196, 2.8862, 0.1446], [0.5688, 2.9331, 0.8059], [3.3154, 0.8414, 2.1855], [3.4058, -0.4421, 2.5733], [3.6590, 1.5867, 3.2670], [4.2779, 1.0426, 1.2686], [-0.0844, 1.2025, 2.4810], [1.1827, 1.5841, 3.6646], [0.9413, -0.0931, 3.1056]], "forces_ev_per_a": [[-0.040, -0.435, -0.360], [-0.019, -0.004, -0.017], [0.134, 0.067, 0.001], [-0.205, -0.182, 0.390], [-0.019, 0.035, -0.068], [-0.026, 0.019, 0.114], [-0.027, -0.018, 0.027], [-0.153, 0.030, -0.116], [-0.031, 0.044, 0.016], [0.096, -0.103, 0.074], [0.066, 0.235, -0.228], [-0.004, 0.006, -0.024], [0.015, 0.016, 0.010], [-0.008, 0.005, 0.005], [0.000, 0.017, -0.013], [0.013, -0.002, -0.006], [-0.031, -0.017, -0.004], [0.002, 0.001, 0.000], [-0.008, -0.006, 0.004], [0.004, 0.007, 0.004], [-0.011, 0.001, -0.005], [0.003, -0.001, -0.001], [0.003, 0.008, -0.002], [0.008, -0.002, 0.012], [-0.008, -0.002, 0.005], [-0.003, 0.004, 0.001], [0.000, 0.001, 0.000], [0.000, 0.000, -0.003], [0.003, -0.007, 0.003], [-0.037, 0.041, 0.040], [-0.020, -0.095, -0.108], [-0.014, 0.081, -0.042], [0.060, -0.042, 0.019], [-0.091, -0.002, -0.009], [-0.008, 0.020, -0.006], [0.019, -0.024, 0.001], [-0.041, 0.076, -0.014], [-0.031, -0.199, -0.007], [0.581, 0.446, 0.245], [-0.009, -0.034, -0.023], [0.021, 0.087, 0.231], [0.003, 0.019, 0.023], [0.021, 0.052, 0.062], [-0.027, 0.009, -0.028], [0.005, 0.007, -0.005], [0.004, -0.001, 0.005], [0.001, -0.001, 0.000], [-0.004, 0.002, 0.002], [-0.006, -0.014, 0.008], [-0.037, -0.025, -0.021], [0.083, -0.022, 0.004], [-0.240, -0.082, -0.162], [0.023, 0.027, -0.004], [0.003, -0.012, -0.025], [-0.007, 0.006, 0.016], [-0.002, -0.003, 0.011], [0.035, -0.023, -0.041], [0.009, 0.022, -0.013], [-0.008, -0.017, -0.020], [0.001, -0.012, 0.037], [-0.040, -0.006, -0.004], [0.000, 0.006, -0.018], [0.000, -0.006, 0.026]]}

***

No. 2
{"formula": "C5H6O", "method": "wB97M-V/def2-TZVPD", "molar_mass_g_mol": 82.102, "spin_multiplicity": 1, "e_lumo_ev": 1.053, "homo_lumo_gap_ev": 9.2739, "charge": 0, "smiles": "C=C1C=CCO1", "homo_ev": -8.2, "e_tot_ev": -7328.282, "elements": ["C", "C", "C", "C", "C", "O", "H", "H", "H", "H", "H", "H"], "positions_angstrom": [[-2.1146, -0.0311, 0.0307], [-0.7816, 0.0165, -0.0092], [0.1076, 1.2032, -0.0179], [1.3562, 0.7793, -0.0041], [1.3621, -0.7034, 0.0292], [-0.0043, -1.0893, -0.0641], [-2.6567, 0.9143, 0.1025], [-2.6316, -1.0032, 0.0545], [-0.2896, 2.1939, -0.1397], [2.2763, 1.3665, 0.1232], [1.8043, -1.1420, 0.9622], [1.9541, -1.2027, -0.7623]], "forces_ev_per_a": [[-0.034, -0.154, 0.172], [-0.372, 0.736, -0.217], [-0.904, -0.463, -0.438], [1.092, 0.382, 0.574], [0.926, -1.301, 0.510], [0.339, -0.411, 0.028], [0.053, -0.502, -0.110], [0.209, 0.733, -0.031], [0.108, 0.254, 0.321], [-0.566, -0.242, -0.397], [-0.430, 0.532, -0.370], [-0.422, 0.436, -0.042]]}

***

No. 3
{"formula": "C4H37N2O14S", "method": "wB97M-V/def2-TZVPD", "molar_mass_g_mol": 369.407, "spin_multiplicity": 1, "e_lumo_ev": -2.435, "homo_lumo_gap_ev": 9.0737, "charge": 1, "homo_ev": -11.5, "e_tot_ev": -47224.199, "elements": ["O", "C", "N", "C", "C", "S", "C", "N", "H", "H", "H", "H", "H", "H", "H", "H", "H", "H", "H", "H", "H", "O", "H", "H", "O", "H", "H", "O", "H", "H", "O", "H", "H", "O", "H", "H", "O", "H", "H", "O", "H", "H", "O", "H", "H", "O", "H", "H", "O", "H", "H", "O", "H", "H", "O", "H", "H", "O"], "positions_angstrom": [[-0.5481, 2.2026, 0.5607], [0.4718, 1.5376, 0.3447], [1.6787, 2.0639, 0.5489], [2.9089, 1.3055, 0.7172], [3.1546, 0.8698, 2.1701], [4.1522, 2.1176, 3.1159], [0.2910, 0.1907, -0.3647], [-1.0730, -0.1504, -0.6531], [1.7534, 3.0051, 0.9092], [2.8061, 0.3916, 0.1490], [3.6927, 1.9027, 0.2414], [2.1530, 0.8931, 2.6165], [3.6748, -0.0785, 2.2929], [3.5019, 1.8591, 4.2600], [0.8411, -0.6834, -0.0582], [0.7989, 0.5003, -1.2973], [-1.6491, -0.4232, 0.1511], [-1.5629, 0.7388, -0.8572], [-1.2705, -0.6872, -1.5567], [-0.4861, 1.2961, -4.0726], [-1.5970, 1.7860, -2.9386], [-0.6897, 1.5133, -3.1657], [-3.4233, 3.2212, -2.1735], [-1.8745, 3.3864, -1.6801], [-2.5799, 2.8092, -1.9837], [0.2733, -1.7801, 2.7361], [0.8273, -2.9645, 3.6693], [1.0283, -2.3717, 2.9527], [-1.7903, -1.1714, -3.6127], [-0.3337, -1.4384, -3.2429], [-1.2381, -1.5047, -2.9025], [2.3100, -2.2914, 1.9825], [2.4730, -2.8138, 0.5522], [2.7512, -2.0964, 1.1324], [1.7314, -1.8749, -3.5909], [1.2006, -2.9048, -4.6633], [1.1369, -2.0033, -4.3429], [-2.1806, -1.5933, 1.9430], [-1.3220, -0.3911, 2.4374], [-1.2213, -1.2214, 1.9634], [-4.0865, -1.9247, 1.4594], [-3.7817, -0.5780, 1.2451], [-3.7082, -1.2044, 2.0029], [5.0162, -2.0627, -0.8478], [4.3525, -1.2382, 0.3430], [4.5692, -1.2549, -0.6037], [-5.5518, -1.9293, -0.9172], [-4.1728, -2.6689, -1.2630], [-4.6523, -2.1119, -0.6485], [2.0051, -1.7179, -0.8544], [3.0695, -1.1254, -1.6782], [2.1782, -1.5211, -1.7746], [-2.3719, 4.1333, 3.0893], [-2.0128, 3.7709, 1.4447], [-2.4575, 3.7323, 2.2692], [-2.3219, 1.7425, 0.9858], [-3.7912, 1.7022, 0.6427], [-3.0531, 1.1095, 0.8156]], "forces_ev_per_a": [[-0.007, 0.121, -0.238], [-1.407, 0.262, 0.647], [0.857, -0.460, 0.344], [0.190, -0.528, -0.443], [0.075, 1.289, 0.284], [-0.557, -0.234, -0.214], [2.120, 0.759, -0.927], [-2.219, 1.944, -0.511], [-0.649, 0.034, 0.031], [0.067, -0.142, -0.351], [0.191, -0.291, 0.361], [0.389, -0.587, 0.171], [-0.410, -0.024, -0.313], [0.207, 0.177, 0.058], [-0.079, 0.249, 0.896], [-0.537, -0.649, -0.159], [0.749, -0.714, 0.171], [0.248, -0.012, -0.031], [0.745, -0.367, 0.449], [-0.584, 0.189, -0.301], [0.122, 0.107, -1.007], [0.785, -0.350, 1.058], [0.248, 0.654, 0.138], [-0.446, 0.587, -0.055], [-0.052, -1.095, 0.182], [-0.096, -0.837, 0.163], [-0.403, -0.071, 0.368], [0.237, 0.487, -0.069], [-0.092, 0.040, -0.160], [0.394, -0.378, -0.460], [-0.463, -0.106, 0.263], [-0.380, 0.065, 0.107], [0.270, -0.255, 0.241], [0.192, 0.030, -0.548], [0.137, -0.422, 0.079], [0.179, -0.098, 0.173], [-0.369, 0.627, -0.100], [1.181, 0.994, 0.462], [-0.312, 0.155, 0.151], [-0.227, -0.496, -0.196], [-0.215, -0.502, 0.854], [0.481, 0.625, 1.168], [-1.175, -0.758, -1.991], [0.219, -0.308, 0.392], [0.145, -0.710, -0.387], [0.150, 1.084, -0.265], [-0.080, -0.336, -0.492], [-0.481, -0.110, -0.364], [0.632, 0.444, 0.916], [-0.093, -0.291, 0.137], [-0.025, -0.309, -0.106], [0.360, 0.324, -0.501], [1.347, 1.718, 1.310], [1.547, 1.200, 0.116], [-2.768, -2.834, -1.449], [-0.159, -0.583, 0.071], [-0.224, -0.069, 0.098], [0.043, 0.761, -0.216]]}